C30H56Br13F3N7O6S3 | ωB97M-V with the def2-TZVPD basis set

Last column: Mulliken charge in e.
Positions of all 118 atoms, in Å:
C (1.4440, -4.5307, 3.7824)  -1.393
C (2.0790, -3.1453, 3.6619)  -0.344
O (1.1108, -2.1980, 3.1114)  -0.045
N (1.4904, -1.6783, 1.9012)  1.231
C (1.6589, -2.6434, 0.8265)  -1.723
C (0.4085, -3.5521, 0.7344)  -0.850
C (-0.1836, -3.4311, -0.6749)  -0.911
S (-1.8934, -3.9434, -0.8129)  1.286
O (-2.6777, -2.7777, -1.0791)  -0.608
O (-1.9613, -4.9600, -1.7987)  -0.647
O (-2.3067, -4.4998, 0.6012)  -0.507
C (1.5758, -0.3854, 1.7693)  -1.317
N (1.3675, 0.6485, 2.5984)  0.610
C (0.9657, 0.5500, 3.9857)  -1.703
Br (-0.8577, -0.1850, 4.1956)  0.001
C (2.0467, -0.1137, 4.8604)  0.179
C (1.5559, -0.8749, 6.0798)  -1.669
C (0.9410, 1.8294, 1.8224)  -0.126
N (-0.5093, 2.1433, 1.9937)  -0.402
C (-0.7894, 3.1115, 2.7086)  0.298
S (-1.3160, 4.3207, 3.5056)  -0.253
C (1.0693, 1.3389, 0.3627)  0.642
C (1.4035, 2.3265, -0.7215)  -2.818
C (0.4439, 3.5225, -0.8117)  -1.230
C (-0.7360, 3.3668, -1.7629)  -0.726
C (-1.6498, 2.1549, -1.5680)  0.179
N (-2.9797, 2.4875, -2.0926)  -0.311
C (-3.2859, 1.9723, -3.3955)  0.177
N (-3.8064, 2.7634, -4.2278)  -0.695
N (-3.0448, 0.6012, -3.7664)  0.018
N (1.9419, 0.1520, 0.5103)  0.731
S (3.5761, 0.4220, 0.2140)  1.174
O (4.0460, 1.5876, 0.8780)  -0.644
O (3.7791, 0.4067, -1.1880)  -0.629
C (4.5919, -1.0006, 0.8626)  0.551
F (4.3162, -1.2976, 2.1384)  -0.162
F (5.8378, -0.5444, 0.7827)  -0.198
F (4.4773, -2.0658, 0.0764)  -0.228
H (0.4084, -4.4559, 3.4787)  0.278
H (1.9735, -5.3043, 3.2443)  0.347
H (1.4139, -4.8096, 4.8267)  0.370
H (2.2853, -2.7870, 4.6588)  0.724
H (3.0233, -3.1307, 3.1353)  0.200
H (1.7787, -2.1531, -0.1259)  0.902
H (2.5420, -3.2452, 0.9714)  0.562
H (0.7578, -4.5593, 0.9097)  0.398
H (-0.3120, -3.2961, 1.4982)  0.354
H (0.4492, -3.9752, -1.3672)  0.466
H (-0.1791, -2.3801, -0.9330)  0.425
H (-2.5943, -3.7516, 1.1430)  0.374
H (0.8571, 1.5545, 4.3586)  1.203
H (2.6387, 0.7105, 5.2470)  0.582
H (2.7272, -0.7018, 4.2535)  0.113
H (0.9345, -0.2311, 6.6798)  0.382
H (1.0347, -1.7908, 5.8371)  0.353
H (2.4119, -1.1046, 6.7053)  0.426
H (1.4486, 2.7522, 2.0734)  0.882
H (0.0916, 0.9093, 0.1626)  0.091
H (1.4802, 1.8393, -1.6872)  0.437
H (2.3920, 2.7332, -0.5353)  1.506
H (0.1291, 3.8346, 0.1784)  0.418
H (1.0283, 4.3520, -1.1925)  0.409
H (-1.3778, 4.2264, -1.5994)  0.434
H (-0.4091, 3.4442, -2.7932)  0.172
H (-1.7555, 1.9240, -0.5125)  0.258
H (-1.1942, 1.2942, -2.0636)  -0.009
H (-3.6991, 2.1621, -1.4587)  0.371
H (-4.0077, 2.2625, -5.0891)  0.285
H (-3.0029, 0.0130, -2.9392)  0.162
H (-2.1294, 0.5612, -4.2053)  -0.098
Br (-8.5877, -2.6392, -6.0237)  -0.147
C (-6.7449, -2.9207, -5.4674)  -0.469
C (-6.2897, -1.8679, -4.4934)  -0.474
Br (-5.9047, -0.1813, -5.3774)  -0.107
H (-6.1435, -2.9439, -6.3692)  0.195
H (-6.7330, -3.9027, -4.9992)  0.375
H (-5.3505, -2.1647, -4.0271)  0.140
H (-7.0275, -1.6584, -3.7259)  0.450
Br (-0.5901, 2.2027, 6.5983)  -0.074
C (-0.1665, 3.9415, 7.3605)  -0.150
C (1.3200, 4.1302, 7.4944)  -0.468
Br (2.0411, 3.1188, 8.9893)  -0.142
H (-0.6907, 4.0025, 8.3068)  0.442
H (-0.5876, 4.6705, 6.6698)  -0.115
H (1.5512, 5.1701, 7.7094)  0.262
H (1.8650, 3.8111, 6.6108)  0.321
Br (-3.1253, -2.4777, -7.1158)  -0.096
C (-1.3420, -2.8225, -6.4355)  -0.328
C (-0.9874, -1.8760, -5.3246)  -0.322
Br (-0.5117, -0.0845, -5.9190)  -0.256
H (-0.6625, -2.7832, -7.2807)  0.448
H (-1.3783, -3.8351, -6.0515)  -0.070
H (-0.1046, -2.2316, -4.7932)  0.334
H (-1.8116, -1.7515, -4.6293)  0.263
Br (-2.6959, 7.1854, 5.4355)  -0.153
C (-1.4674, 8.6596, 5.7875)  -0.581
C (-0.1181, 8.1964, 6.2583)  -0.555
Br (-0.1684, 7.6448, 8.1250)  -0.135
H (-1.9575, 9.3035, 6.5095)  0.392
H (-1.3801, 9.1814, 4.8375)  0.345
H (0.5958, 9.0158, 6.2237)  0.405
H (0.2644, 7.3573, 5.6841)  0.305
Br (5.1400, 3.1354, -5.3771)  -0.143
C (3.8997, 1.6407, -5.2908)  -0.616
C (2.5263, 2.0795, -4.8633)  -0.122
Br (2.4492, 2.4346, -2.9461)  0.147
H (4.3347, 0.9101, -4.6170)  0.311
H (3.8675, 1.2324, -6.2983)  0.412
H (1.8008, 1.2880, -5.0274)  -0.249
H (2.1982, 2.9851, -5.3622)  0.473
Br (1.8397, -5.3015, -5.0056)  -0.165
C (0.6061, -6.7878, -4.7493)  -0.559
C (0.2534, -7.4804, -6.0385)  -0.566
Br (-0.9996, -6.4216, -7.0758)  -0.106
H (-0.2700, -6.3769, -4.2579)  0.305
H (1.1185, -7.4734, -4.0770)  0.392
H (-0.2580, -8.4165, -5.8269)  0.352
H (1.1081, -7.6736, -6.6777)  0.383

As for the charge: +1. The lowest unoccupied orbital energy is -3.62 eV. The HOMO energy is -10.68 eV.



C30H31N2 | ωB97M-V with the def2-TZVPD basis set

Last column: Mulliken charge in e.
Positions of all 63 atoms, in Å:
C (3.9380, 0.9751, 2.0998)  -0.995
N (2.5811, 0.5211, 1.9150)  0.321
C (1.5945, 1.3247, 1.4233)  -1.721
C (0.4320, 0.5505, 1.3852)  0.295
C (-0.8118, 0.9665, 0.8072)  0.448
C (-2.1706, 0.3720, 1.2957)  -0.097
C (-2.6837, -0.8371, 0.8092)  -0.118
C (-3.8848, -1.3459, 1.3180)  -0.901
C (-4.6286, -0.6290, 2.2543)  1.032
C (-5.9540, -1.2044, 2.6508)  -1.503
C (-4.1223, 0.5850, 2.7271)  -1.001
C (-2.9036, 1.0812, 2.2527)  -0.679
C (0.6966, -0.7516, 1.8778)  1.428
C (-0.1217, -1.7756, 2.3504)  -0.123
C (0.4717, -2.8248, 3.0662)  -0.886
C (1.8368, -2.8238, 3.3549)  -0.709
C (2.6747, -1.7957, 2.8695)  -0.912
C (2.0763, -0.7630, 2.1716)  -0.647
H (4.5724, 0.0874, 2.1777)  0.344
H (4.2284, 1.5824, 1.2384)  0.333
H (4.0565, 1.5875, 3.0032)  0.292
H (1.7129, 2.3773, 1.2505)  0.681
H (-0.9015, 1.9715, 1.2732)  0.804
H (-2.1452, -1.5053, 0.1182)  0.567
H (-4.2162, -2.3399, 0.9996)  0.344
H (-6.4176, -0.6249, 3.4340)  0.378
H (-6.6196, -1.2454, 1.7934)  0.321
H (-5.8210, -2.2196, 3.0039)  0.351
H (-4.6598, 1.1527, 3.4943)  0.320
H (-2.5009, 2.0136, 2.6640)  0.419
H (-1.2070, -1.7172, 2.2407)  0.530
H (-0.1640, -3.6410, 3.3960)  0.427
H (2.2589, -3.6150, 3.9480)  0.402
H (3.7383, -1.7825, 2.9914)  0.345
C (1.2599, -2.0055, -4.5174)  -0.681
C (-0.2220, -2.3370, -4.3214)  -0.653
C (-0.7179, -1.5128, -3.1005)  -0.273
N (0.4260, -0.6643, -2.6374)  0.215
C (0.4372, 0.3211, -1.7530)  0.039
C (-0.7229, 0.8213, -0.7109)  -0.193
C (-0.7717, 2.3186, -1.1392)  -1.641
C (0.6552, 2.6068, -1.4563)  0.459
C (1.3621, 1.4309, -1.8527)  0.811
C (2.7361, 1.5130, -2.1137)  -0.536
C (3.3948, 2.7373, -1.9283)  -0.891
C (2.6886, 3.8742, -1.5066)  -0.689
C (1.3341, 3.7921, -1.2205)  -0.695
C (1.5781, -0.8669, -3.5435)  -0.746
H (1.8766, -2.8636, -4.2728)  0.311
H (1.4867, -1.7309, -5.5490)  0.334
H (-0.7987, -2.1034, -5.2218)  0.298
H (-0.3546, -3.4028, -4.1235)  0.307
H (-1.5546, -0.8621, -3.4050)  0.325
H (-1.0759, -2.1866, -2.2993)  0.209
H (-1.4338, 0.0555, -0.7818)  1.343
H (-1.4119, 2.5450, -2.0032)  0.335
H (-1.1007, 2.9395, -0.2763)  0.459
H (3.2813, 0.6714, -2.4997)  0.337
H (4.4647, 2.8119, -2.1432)  0.453
H (3.1974, 4.8127, -1.3680)  0.425
H (0.7788, 4.6140, -0.7983)  0.492
H (2.5103, -1.0917, -2.9835)  0.257
H (1.7614, 0.0554, -4.1284)  0.499

The SMILES is Cc1ccc([C@@H](c2cn(C)c3ccccc23)[C@H]2Cc3ccccc3C2=[N+]2CCCC2)cc1. As for the charge: +1. The lowest unoccupied orbital energy is -3.87 eV. The HOMO energy is -9.78 eV.



C26H46ClFeN7O | ωB97M-V with the def2-TZVPD basis set

Last column: Mulliken charge in e.
Positions of all 82 atoms, in Å:
Fe (-1.9780, 1.7879, -0.4817)  0.952
C (0.4419, 4.6030, -1.3926)  -0.929
C (-1.0008, 4.6171, -1.8947)  -0.725
N (-1.9339, 4.1540, -0.8631)  0.030
C (-3.3283, 4.5547, -1.0783)  -0.898
C (-4.2158, 3.9607, 0.0149)  -0.557
N (-4.1860, 2.4933, -0.0362)  -0.089
C (-4.8509, 1.8235, 1.0913)  -0.711
C (-4.1339, 1.9571, 2.4399)  -0.758
C (-2.7219, 1.3804, 2.5400)  -0.444
N (-1.7472, 2.1932, 1.8060)  0.082
C (-0.3471, 1.8438, 2.0704)  -0.794
C (0.5685, 2.6956, 1.1914)  -0.698
N (0.3727, 2.3468, -0.2232)  0.350
C (1.0647, 3.2193, -1.1875)  -0.744
H (0.5196, 5.1951, -0.4788)  0.380
H (1.0553, 5.1079, -2.1392)  0.422
H (-1.1127, 3.9883, -2.7843)  0.406
H (-1.2395, 5.6503, -2.1884)  0.440
H (-1.6280, 4.5653, 0.0194)  0.187
H (-3.6453, 4.2067, -2.0668)  0.438
H (-3.4284, 5.6482, -1.0590)  0.457
H (-5.2366, 4.3448, -0.0972)  0.490
H (-3.8473, 4.2827, 0.9911)  0.317
H (-4.6779, 2.2131, -0.8878)  0.286
H (-4.9636, 0.7676, 0.8322)  0.364
H (-5.8597, 2.2325, 1.2310)  0.369
H (-4.7554, 1.4337, 3.1657)  0.457
H (-4.1092, 3.0027, 2.7515)  0.298
H (-2.6816, 0.3584, 2.1524)  0.184
H (-2.4617, 1.3432, 3.6066)  0.422
H (-1.8834, 3.1597, 2.1055)  0.303
H (-0.2101, 0.7818, 1.8356)  0.237
H (-0.0872, 1.9976, 3.1256)  0.501
H (1.6096, 2.5505, 1.5009)  0.571
H (0.3280, 3.7503, 1.3342)  0.360
H (0.7572, 1.4114, -0.3484)  -0.007
H (1.0714, 2.6916, -2.1421)  0.458
H (2.1078, 3.3645, -0.8789)  0.389
C (2.3947, -4.7734, 1.8575)  -1.776
C (1.0535, -4.3198, 1.2659)  1.904
C (0.6083, -3.0541, 2.0008)  -1.773
C (0.0054, -5.4085, 1.5628)  -2.002
C (1.1579, -4.2074, -0.3109)  1.936
O (1.3863, -5.4728, -0.8567)  -0.660
C (2.3657, -3.3516, -0.8295)  -1.800
C (2.5709, -1.9180, -0.3147)  1.051
C (3.5475, -1.2537, -1.2379)  -0.299
C (4.8995, -1.6231, -1.2161)  -0.280
C (5.8164, -1.0061, -2.0348)  -0.903
C (5.4015, 0.0072, -2.9119)  0.296
Cl (6.5261, 0.7783, -3.9248)  -0.167
C (4.0488, 0.3792, -2.9503)  -1.148
C (3.1418, -0.2571, -2.1346)  0.575
C (-0.1715, -3.8527, -1.0509)  -2.545
N (-0.8623, -2.6243, -0.7852)  0.995
C (-0.6715, -1.3909, -1.2590)  -0.422
N (-1.6016, -0.5674, -0.7861)  -0.284
C (-2.3809, -1.3949, -0.0348)  -0.878
N (-1.9504, -2.6219, -0.0200)  -0.820
H (2.3167, -4.7600, 2.9435)  0.476
H (3.2264, -4.1269, 1.5895)  0.294
H (2.6388, -5.7946, 1.5722)  0.490
H (0.3435, -3.3439, 3.0166)  0.657
H (-0.2807, -2.6092, 1.5711)  0.293
H (1.3896, -2.3050, 2.0805)  0.235
H (0.0792, -5.6803, 2.6124)  0.538
H (0.1881, -6.2955, 0.9620)  0.382
H (-1.0060, -5.0607, 1.3784)  0.411
H (2.1249, -5.9292, -0.4301)  0.592
H (2.2662, -3.3330, -1.9198)  0.294
H (3.2711, -3.9234, -0.6177)  0.542
H (2.9863, -1.9448, 0.6924)  0.339
H (1.6303, -1.3696, -0.2908)  -0.504
H (5.2330, -2.3894, -0.5331)  0.446
H (6.8554, -1.2902, -1.9986)  0.455
H (3.7341, 1.1655, -3.6170)  0.434
H (2.1010, 0.0344, -2.1759)  0.044
H (-0.8733, -4.6568, -0.8208)  0.442
H (0.0573, -3.9106, -2.1179)  0.564
H (0.0887, -1.1328, -1.9641)  0.962
H (-3.2798, -1.0931, 0.4588)  0.819

As for the charge: +3. Its spin multiplicity is 6. The lowest unoccupied orbital energy (spin up / spin down) is -9.81 / -13.06 eV. The HOMO energy (spin up / spin down) is -14.70 / -14.69 eV.



no.,maximum force (hartree/bohr)
1,0.1144
2,0.0550
3,0.0430